Computed, not measured: a cluster of 2 separate species, C2H5O2S in total, with ωB97M-V/def2-TZVPD.

Structure (XYZ):
```
10
Properties=species:S:1:pos:R:3:forces:R:3
C 0.833 0.821 -1.211 0.308 0.110 0.443
S 1.751 -0.322 -0.139 0.441 -0.210 -0.181
H -0.010 0.335 -1.702 0.056 0.104 0.341
H 0.554 1.624 -0.534 -0.564 0.050 -0.375
H 1.530 1.219 -1.946 0.160 -0.085 -0.070
O -1.305 -1.028 -0.117 0.136 0.442 -0.007
C -1.852 -0.198 0.643 -0.997 -0.785 0.661
O -1.480 0.886 1.125 0.492 0.129 -0.362
H -2.873 -0.542 1.019 0.045 0.155 -0.173
H 0.731 -0.636 0.680 -0.078 0.090 -0.276
```
Positions in Å, forces in eV/Å.

Values from the calculation:
Net charge = -1
LUMO level = 0.1347 hartree

Computed, not measured: a structure of composition C21H24Cl3INO4RhS, with ωB97M-V/def2-TZVPD.

Structure (XYZ):
```
56
Properties=species:S:1:pos:R:3:forces:R:3
Rh 1.348 -0.404 1.348 0.903 0.407 -0.308
O 0.227 -0.195 -0.660 0.309 -0.109 0.359
S -0.660 1.021 -0.519 -1.231 -0.204 -0.781
C -2.295 0.425 -0.027 0.051 -0.018 0.405
C -3.179 1.326 0.542 0.142 0.043 -0.023
C -4.458 0.902 0.870 -0.025 -0.005 -0.042
C -4.829 -0.415 0.642 -0.071 0.028 0.045
C -3.927 -1.311 0.087 0.020 -0.005 -0.019
C -2.651 -0.891 -0.255 0.118 -0.065 -0.052
C -1.298 1.255 -2.196 0.366 0.320 -0.124
C -1.155 0.258 -3.143 0.138 -0.140 0.055
C -1.732 0.423 -4.394 -0.042 0.060 0.013
C -2.437 1.581 -4.689 -0.009 -0.005 -0.022
C -2.554 2.587 -3.739 -0.014 -0.039 0.016
C -1.979 2.427 -2.488 0.059 0.075 0.069
H -2.865 2.346 0.732 -0.032 0.006 0.047
H -5.159 1.598 1.311 0.007 -0.005 0.023
H -5.821 -0.748 0.917 -0.004 -0.006 -0.016
H -4.215 -2.341 -0.079 0.010 -0.005 0.016
H -1.929 -1.578 -0.680 0.004 -0.013 0.025
H -0.601 -0.639 -2.895 -0.001 0.010 0.008
H -1.636 -0.359 -5.135 0.013 -0.001 -0.007
H -2.897 1.702 -5.660 0.020 0.003 -0.012
H -3.096 3.494 -3.970 0.007 0.008 -0.003
H -2.068 3.203 -1.737 -0.018 0.021 -0.024
N 2.633 3.590 2.139 -0.138 -0.061 0.141
C 1.725 2.581 2.094 0.404 0.100 -0.544
O 1.645 1.902 1.042 0.082 -0.066 0.312
C 0.920 2.359 3.249 -0.460 0.145 0.177
I 2.323 -0.276 3.868 0.150 -0.187 0.075
H 3.220 3.752 1.340 0.012 -0.037 -0.004
H 2.744 4.155 2.960 0.006 0.032 -0.030
H 0.018 1.773 3.153 0.104 -0.170 0.013
H 1.069 2.934 4.150 0.082 -0.027 0.013
Cl 0.296 -1.513 5.399 0.113 0.111 -0.090
C -1.855 -2.100 2.977 -0.128 -0.058 0.039
Cl -3.015 -1.121 3.706 -0.026 0.045 0.001
Cl -2.020 -3.775 3.087 -0.029 -0.014 0.019
C -0.702 -1.527 2.310 0.217 -0.161 -0.248
O 0.186 -2.287 1.836 -0.178 0.045 0.013
O -0.606 -0.258 2.192 -0.086 -0.036 0.226
C 2.447 -2.799 -0.553 0.009 0.142 0.044
C 3.432 -1.630 -0.433 -0.050 -0.358 -0.193
C 4.865 -2.142 -0.245 -0.091 0.042 0.080
C 3.349 -0.755 -1.711 -0.046 0.168 0.203
C 3.051 -0.697 0.650 -0.720 0.034 0.294
H 2.680 -3.403 -1.431 0.049 0.007 -0.008
H 1.427 -2.426 -0.644 -0.030 -0.077 -0.012
H 2.498 -3.432 0.333 -0.056 -0.010 0.000
H 5.136 -2.800 -1.072 -0.005 -0.001 -0.021
H 4.946 -2.712 0.681 0.056 -0.003 0.000
H 5.577 -1.315 -0.214 0.023 -0.009 0.015
H 3.613 -1.371 -2.571 0.028 -0.033 0.009
H 4.039 0.089 -1.658 0.022 -0.001 -0.043
H 2.337 -0.372 -1.832 0.010 -0.007 -0.090
H 3.890 -0.089 1.013 -0.047 0.086 -0.038
```
Positions in Å, forces in eV/Å.

Values from the calculation:
Expectation value of S² = 6.0348
LUMO level (alpha / beta) = -0.0172 / -0.0460 hartree
2S+1 = 5

Computed, not measured: the molecule C6H8N2S2, with ωB97M-V/def2-TZVPD.

Structure (XYZ):
```
18
Properties=species:S:1:pos:R:3:forces:R:3
C 2.053 1.580 -0.275 0.515 -0.787 -0.053
C -0.445 0.101 0.652 1.303 0.338 -0.446
C 2.031 -1.209 0.333 -2.058 1.165 0.175
C 0.752 -0.771 1.200 -0.226 0.077 0.163
C -1.798 0.219 1.216 1.067 -0.823 -0.088
C -2.919 -0.032 -1.392 0.009 0.254 0.470
N 0.819 1.828 -0.311 1.033 1.403 -0.045
N -0.286 1.123 -0.136 -1.789 -1.202 -0.023
S 3.113 0.184 -0.077 -0.126 -0.138 0.051
S -3.180 0.334 0.390 0.204 -0.358 -0.137
H 2.702 2.431 -0.437 0.088 0.230 -0.013
H 2.624 -1.897 0.931 -0.034 0.007 0.018
H 1.717 -1.698 -0.589 0.026 -0.078 0.078
H 0.306 -1.691 1.588 0.039 0.076 0.086
H 1.138 -0.213 2.061 -0.042 -0.151 0.040
H -3.748 -0.652 -1.714 -0.107 -0.043 -0.068
H -1.973 -0.546 -1.511 0.065 -0.027 -0.045
H -2.905 0.909 -1.929 0.032 0.058 -0.164
```
Positions in Å, forces in eV/Å.

Values from the calculation:
LUMO level = -0.0108 hartree